69
Properties=species:S:1:pos:R:3:forces:R:3 method="wB97M-V/def2-TZVPD" total_energy_ha=-4280.19093 charge=0
Cl -0.475599 -2.818331 -0.447234 -0.214 2.055 -0.133
Cl -1.266422 -0.954866 2.066034 0.350 1.008 -0.721
Cl -1.994052 2.104597 1.125615 -0.178 0.354 -0.255
Cl 0.814174 1.810834 1.087464 0.685 0.095 -0.220
S -0.177820 -0.289199 -2.096181 0.488 -1.564 0.329
S -0.850419 1.518900 -1.556098 0.142 1.076 1.826
C -0.567938 -1.034005 -0.531920 -0.453 0.419 1.538
C -0.840068 -0.200077 0.548305 0.527 -3.674 -2.239
C -0.657834 1.244190 0.308982 -1.175 0.307 0.020
O 0.621525 -6.055745 -0.148761 -0.060 -1.677 0.786
H -0.361580 -5.920539 0.048686 1.482 0.125 -0.087
H 0.909280 -6.931400 0.268595 -0.745 1.873 -0.891
O 1.692095 -1.398533 3.589537 -0.204 -1.241 -0.461
H 2.036683 -1.357418 2.639101 -0.672 -0.119 1.626
H 1.237911 -2.292967 3.721688 0.684 1.646 -0.792
O -2.900946 5.367833 -0.135790 0.848 -0.847 -1.343
H -2.758128 5.305370 -1.135520 0.131 0.296 2.348
H -2.035753 5.112914 0.322703 -0.842 0.570 -1.211
O -0.815653 -2.832383 -4.303202 1.055 1.301 -0.970
H -1.218263 -1.905172 -4.347318 1.066 -1.694 0.011
H 0.100242 -2.798997 -4.731900 -2.040 0.422 0.769
O 0.916548 4.363609 3.078842 -0.428 1.118 1.418
H 0.870825 5.055644 3.815562 -0.011 -1.768 -1.461
H 0.406805 3.544506 3.383789 0.492 1.129 0.153
O 3.107079 4.273409 1.530653 0.576 -1.477 0.937
H 2.309915 4.403695 2.140010 1.192 -0.667 -0.722
H 3.587836 3.430261 1.816546 -1.263 1.910 -0.301
O 0.248314 -3.904123 3.711564 1.617 -0.608 1.181
H 0.977775 -4.215462 3.083302 -0.992 0.428 1.006
H 0.562962 -4.058159 4.660789 -0.524 0.047 -2.159
O 0.584391 1.771236 -5.087303 -1.802 -0.325 -0.820
H -0.049143 2.495286 -5.400589 1.308 -1.783 0.665
H 0.147197 0.874730 -5.257297 0.455 1.983 0.221
O 2.047431 4.117437 -1.088050 0.502 -1.741 0.047
H 2.830046 4.032913 -0.452339 -1.811 0.031 -0.798
H 1.745422 3.185671 -1.341750 0.945 1.746 0.600
O -3.589755 -0.326450 -1.732616 0.204 0.785 -1.307
H -3.795877 0.629252 -1.472022 0.767 -1.498 -1.072
H -3.250319 -0.326998 -2.685790 -0.812 0.318 2.198
O -0.078740 0.128472 5.465284 0.864 -1.121 1.543
H 0.625064 -0.453311 5.029454 -0.988 0.991 0.433
H -0.076218 -0.064437 6.458531 0.196 0.283 -2.272
O -1.860761 -0.185802 -5.313034 -0.869 1.092 -1.460
H -2.380380 0.669589 -5.164495 0.948 -1.874 -0.554
H -1.969169 -0.456182 -6.282005 -0.039 0.769 2.024
O -0.490489 2.736605 4.492034 -1.814 -0.282 1.587
H -0.404670 1.836464 4.946061 -0.114 1.040 -0.728
H -1.317496 3.194185 4.853200 1.795 -1.213 -0.792
O 2.807435 -1.367249 1.043052 0.623 -0.511 -2.226
H 3.258883 -0.782357 0.351781 -1.124 -1.397 1.359
H 2.584542 -2.253566 0.608862 0.337 1.809 0.719
O 2.774645 1.296030 -3.099979 0.405 1.337 -1.237
H 3.516579 1.977394 -3.195035 -1.838 -1.375 -0.092
H 2.135238 1.416166 -3.874891 1.369 0.209 1.418
O 1.244662 -4.398524 -2.759738 -1.691 -0.876 0.005
H 0.449413 -4.143345 -3.330897 1.306 -0.685 1.662
H 0.939830 -5.088318 -2.085184 0.395 1.438 -1.458
O -1.854230 -5.882738 0.427213 -2.005 -1.323 -0.937
H -1.821230 -6.803516 0.009078 -0.854 1.817 0.823
H -2.773433 -5.493890 0.261012 1.988 -0.848 0.172
O -0.154166 5.181543 0.575669 1.125 -0.718 0.218
H 0.250144 5.006423 1.486506 -0.574 0.014 -1.771
H 0.470054 4.802155 -0.124456 -0.616 0.614 1.495
O 1.916422 -4.278836 1.455602 1.410 -0.744 -0.737
H 1.356056 -4.873184 0.858526 1.098 0.626 0.514
H 2.891327 -4.484289 1.279224 -2.224 0.196 0.322
O -4.076407 2.357408 -1.448761 -0.328 1.182 1.529
H -3.451892 3.137354 -1.289310 -1.455 -1.590 0.293
H -4.659929 2.248284 -0.629399 1.385 0.781 -1.567

12
Properties=species:S:1:pos:R:3:forces:R:3 method="wB97M-V/def2-TZVPD" s2=0.7660 total_energy_ha=-688.76853 de_lowest_kcal_mol=5.3 charge=+2 multiplicity=2
O -1.178815 -0.828080 -0.414666 -0.458 -0.970 -0.820
C -0.801892 0.101380 0.581429 0.440 0.830 -0.085
C 0.685051 0.127439 0.845227 0.488 0.015 0.382
O 1.783333 1.381439 -0.083002 -0.989 -0.815 0.582
C 1.811180 1.258135 -1.299666 0.245 0.440 1.719
O 1.269495 0.521151 -2.080384 -1.265 -1.566 -1.611
Ag -3.076687 -2.310862 0.172159 0.328 0.383 0.005
Mg -0.208879 -0.854545 -2.035118 0.651 0.994 0.344
H -1.279605 -0.172732 1.541185 0.342 0.153 -0.186
H -1.152840 1.115351 0.327100 -0.029 -0.204 0.196
H 1.191561 -0.816209 0.602562 0.130 0.462 -0.087
H 0.958098 0.477533 1.843174 0.119 0.278 -0.441

13
Properties=species:S:1:pos:R:3:forces:R:3 method="wB97M-V/def2-TZVPD" s2=0.7568 total_energy_ha=-726.63589 de_lowest_kcal_mol=0.0 charge=+1 multiplicity=2
O 0.346853 0.439625 -0.124651 0.953 -0.123 1.399
C 0.183240 -0.892931 0.286921 -0.499 -0.878 -4.400
C -0.937516 1.028975 -0.402935 -0.139 -0.217 -0.154
O 0.945230 -1.772784 -0.044878 0.256 1.210 1.779
O -1.095740 -1.135075 0.476956 -0.458 0.196 0.867
C -1.895541 0.045635 0.278558 -0.007 0.175 0.204
H -0.983521 1.082969 -1.495062 -0.407 -0.140 0.190
H -1.047070 2.039052 0.001104 0.349 -0.208 0.080
H -2.745452 -0.225073 -0.352926 0.115 0.035 0.330
H -2.194329 0.399670 1.271646 -0.206 -0.042 -0.356
O 3.467315 -0.536634 0.589770 0.017 1.104 0.693
Na 2.504904 1.432129 0.371071 0.082 -0.239 0.046
Ag 3.451630 -1.905557 -0.855574 -0.053 -0.874 -0.677

11
Properties=species:S:1:pos:R:3:forces:R:3 method="wB97M-V/def2-TZVPD" s2=0.8297 total_energy_ha=-489.07843 de_lowest_kcal_mol=141.6 charge=0 multiplicity=2
O 0.652653 -1.000176 -1.199204 -2.497 -2.944 -1.780
C -0.206675 -0.058468 -1.022805 4.491 -0.056 3.147
O 0.387710 1.084955 -1.006521 -3.472 2.364 -1.345
O -1.272056 -0.277036 -0.295658 -1.396 -0.007 0.716
C -0.797300 -0.404858 1.516745 1.714 2.835 -2.033
C -0.439446 -1.631021 1.887333 0.806 -2.806 -0.343
H -1.548492 0.316132 1.830195 0.478 0.003 -0.061
H -0.972483 -2.503278 1.509915 -0.444 0.303 -0.182
H 0.555719 -1.962277 2.183055 -0.308 0.607 0.515
Ag 2.030877 0.142223 -0.163122 2.768 0.408 1.697
H 0.941253 0.428298 1.537899 -2.141 -0.707 -0.332

11
Properties=species:S:1:pos:R:3:forces:R:3 method="wB97M-V/def2-TZVPD" total_energy_ha=-584.47763 de_lowest_kcal_mol=69.3 charge=+1
O -0.425990 -0.692836 0.019079 3.072 -0.455 0.851
C -1.209103 0.426119 -0.014325 -5.551 -1.141 -2.180
O -0.680842 1.519767 0.390646 3.022 1.775 0.778
O -2.337636 0.293929 -0.466553 2.882 0.371 1.269
C 0.876091 -0.645552 0.588165 -2.959 -1.271 0.606
H 0.914597 -1.025983 1.615856 -0.113 0.276 -0.022
C 1.947258 -0.977118 -0.313762 2.313 3.400 -1.436
H 1.641132 -1.244914 -1.334541 0.252 -0.232 0.463
H 2.803392 -1.455955 0.174596 -0.196 -0.043 -0.497
Al 1.138681 1.458258 0.640286 -2.136 0.555 0.275
H 2.477096 0.338343 -0.545912 -0.586 -3.236 -0.107

12
Properties=species:S:1:pos:R:3:forces:R:3 method="wB97M-V/def2-TZVPD" s2=2.0112 total_energy_ha=-552.76624 de_lowest_kcal_mol=42.1 charge=+1 multiplicity=3
C -2.834224 2.913844 -1.991951 -3.396 1.111 -0.869
C -2.317520 1.548437 -1.738800 1.266 -2.171 0.043
O -3.182918 0.461641 -2.495838 0.690 0.097 0.962
C -3.758479 -0.576696 -1.939397 3.345 5.273 -2.417
O -4.805849 -1.051673 -2.491619 2.123 -0.487 -5.905
O -3.602671 -0.862641 -0.710289 8.394 0.542 0.378
O -3.991145 3.209192 -1.693247 2.393 -0.631 -0.343
Au -5.370873 -1.185857 -0.741189 -13.460 -1.821 8.215
H -2.201038 3.604755 -2.584727 0.006 -0.079 0.538
H -2.206237 1.414462 -0.654374 -0.764 -0.596 -0.202
H -1.296186 1.403867 -2.113947 -0.510 -0.084 -0.358
H -5.861274 0.531495 -0.376906 -0.088 -1.154 -0.042

9
Properties=species:S:1:pos:R:3:forces:R:3 method="wB97M-V/def2-TZVPD" total_energy_ha=-196.09622 de_lowest_kcal_mol=102.9 charge=0
B -0.711262 1.281357 -0.095455 1.005 1.604 0.463
C 1.713763 0.114252 0.267888 3.040 -0.007 -0.243
C -0.452871 -1.500568 -0.090444 1.424 5.739 -0.994
C 0.424858 0.277021 0.015602 -5.753 -4.635 -0.561
N 2.865851 -0.051908 0.222258 -0.115 0.016 0.482
H -1.764679 0.992694 -0.565485 0.145 -0.039 -0.046
H -0.483173 2.456280 0.329814 -0.432 -1.443 -0.397
H -0.276659 -2.198284 0.675094 0.257 -0.840 0.657
H -1.315829 -1.370848 -0.759276 0.429 -0.395 0.639

11
Properties=species:S:1:pos:R:3:forces:R:3 method="wB97M-V/def2-TZVPD" total_energy_ha=-357.14911 de_lowest_kcal_mol=21.0 charge=0
O 1.717417 -1.160958 0.158861 -2.567 0.145 -0.238
C 2.479472 -0.087030 0.216094 5.786 0.081 0.353
O 1.789752 1.033044 0.252707 -2.154 -0.375 -0.246
Be 0.597339 -0.025995 0.152573 4.473 -0.091 0.369
O 3.717818 -0.129094 0.253884 -2.129 -0.030 -0.124
C -0.925448 0.442007 0.203450 -3.195 -0.024 0.958
C -1.958689 -0.372809 -0.221149 -0.809 -0.081 -0.111
H -1.334768 0.452018 -1.038366 -0.140 -0.146 0.019
H -1.285432 1.325448 0.748466 0.270 0.177 -0.792
H -3.010919 -0.067667 -0.199093 0.235 -0.086 0.243
H -1.786544 -1.408960 -0.527432 0.231 0.430 -0.431

22
Properties=species:S:1:pos:R:3:forces:R:3 method="wB97M-V/def2-TZVPD" s2=6.0129 total_energy_ha=-7902.40017 de_lowest_kcal_mol=103.1 charge=-1 multiplicity=5
Fe -0.738660 -0.121541 -0.009957 -0.105 -0.077 -0.043
O 1.875552 -0.367075 2.498861 0.013 -0.103 -0.087
P 1.053483 -1.467728 1.657489 0.123 -0.121 0.531
O 1.413084 -2.836706 2.049138 -0.017 0.023 -0.053
O 1.116886 -1.025804 0.199822 -0.173 0.109 -0.360
O -1.506529 -1.529676 1.118824 0.077 0.368 -0.103
P -1.997451 1.360471 2.297049 0.003 0.025 -0.022
O -3.549701 1.072236 2.612073 0.017 -0.011 0.059
O -1.515957 2.553643 3.012025 -0.007 0.003 0.025
O -1.839686 1.283399 0.779512 0.019 0.013 -0.038
H 2.118389 -0.755788 3.347862 -0.019 0.063 0.029
H -3.767888 1.507951 3.448596 0.025 -0.044 -0.087
Br -0.501405 -0.772226 -2.690881 -0.048 0.037 0.055
C 1.273587 -0.021400 -2.506601 0.054 0.078 0.021
Br 1.191379 1.685570 -1.627470 -0.016 0.049 -0.055
H 1.692657 0.104429 -3.495429 0.017 -0.021 0.003
H 1.816729 -0.689288 -1.849872 0.015 -0.024 -0.013
N -0.558715 -0.965877 2.013090 0.130 -0.321 0.628
C -1.044909 -0.109651 2.978172 -0.267 -0.101 -0.446
N -0.679706 -0.257792 4.202813 0.089 0.070 -0.022
C -1.124310 0.568246 5.156772 0.113 -0.032 -0.041
N -1.468818 1.149024 6.094388 -0.042 0.016 0.021

12
Properties=species:S:1:pos:R:3:forces:R:3 method="wB97M-V/def2-TZVPD" smiles="BrC1=[NH+][C@H](Br)N=CN1" total_energy_ha=-5428.70988 de_lowest_kcal_mol=0.0 charge=+1
C -0.280366 -0.962324 0.840263 0.518 -0.229 1.134
C 1.321835 0.660575 0.021591 -3.153 -1.190 -0.312
C -1.052178 0.600220 -0.701049 0.127 2.082 0.304
N -1.148469 -0.541610 0.043594 -1.136 -1.469 0.810
N 0.986759 -0.236418 1.003396 0.035 -0.030 1.042
N 0.357450 0.937916 -0.931717 1.940 1.069 -1.236
Br 2.984335 1.359091 -0.006718 0.540 0.365 -0.204
Br -2.126915 2.242623 0.186213 1.171 -1.310 -0.247
H -0.471619 -1.906755 1.495455 0.740 1.859 -1.253
H -1.705741 0.637118 -1.564847 0.763 -0.395 -0.401
H 1.540495 -0.390495 1.945179 -1.092 0.621 -2.906
H 0.612250 1.446101 -1.901715 -0.452 -1.374 3.270

10
Properties=species:S:1:pos:R:3:forces:R:3 method="wB97M-V/def2-TZVPD" total_energy_ha=-5339.82926 de_lowest_kcal_mol=72.1 charge=0
C 0.111398 1.759734 -0.268940 0.653 0.971 -0.338
C 0.581516 -0.496363 0.039301 2.101 -4.018 0.338
C -0.705665 -1.213510 0.058415 -1.097 0.894 -1.591
O 0.880141 0.704166 -0.129566 0.232 1.909 -0.111
Br 1.054816 3.412871 -0.013206 -0.720 -0.887 -0.099
Br 2.292048 -1.563042 0.067269 -1.627 0.644 -0.007
H -0.918474 1.623068 -0.038705 -0.549 0.514 0.278
H -0.966764 -1.645465 0.971672 0.036 -0.376 2.150
H -0.812872 -2.132721 -0.579267 0.393 1.297 -0.267
H -1.516144 -0.448739 -0.106973 0.578 -0.949 -0.352

15
Properties=species:S:1:pos:R:3:forces:R:3 method="wB97M-V/def2-TZVPD" total_energy_ha=-8268.34498 de_lowest_kcal_mol=7.2 charge=-1
N 0.304461 -2.400170 0.864375 -0.081 -0.077 -0.164
C -0.010667 -1.307033 0.119022 2.554 -1.520 0.582
O -1.372788 -0.629091 0.433342 -0.975 0.501 -0.319
C -2.442358 -1.227850 -0.013525 0.252 0.737 0.483
F -2.827672 -2.314475 0.678458 -0.089 -0.341 0.091
F -2.370873 -1.615557 -1.306799 0.006 -0.242 -0.437
F -3.502689 -0.367727 0.048225 -0.250 0.068 -0.030
H 0.184907 -3.212227 0.264294 -0.190 -0.193 0.151
H 0.682056 -0.494235 0.368603 -0.794 -0.024 0.188
H 0.071196 -1.472914 -0.954813 -0.687 0.348 -0.460
C 2.192723 3.104806 -0.161689 -0.397 -0.122 -0.031
Br 0.926061 1.639675 -0.034751 0.590 0.792 -0.024
Br 2.715412 3.751832 1.579407 0.012 0.003 -0.005
Br 3.731755 2.614833 -1.214255 0.034 0.007 -0.005
H 1.718476 3.930132 -0.669894 0.014 0.062 -0.019